# 1
Computed, not measured: a cluster of 2 separate species, C2H8N2O in total at a distorted geometry, with ωB97M-V/def2-TZVPD.

Each atom is followed by the atoms it is bonded to, with distances in Å.
Element x y z (Å)
1 C 1.44 -0.74 -0.44  N2 1.519, H5 1.106, H6 1.047, H7 1.074
2 N 0.78 0.21 0.53  C1 1.519, C3 1.344, H8 1.043
3 C 0.22 1.35 0.07  N2 1.344, N4 1.328, H9 1.146
4 N -0.65 1.99 0.84  C3 1.328, H10 1.058
5 H 1.03 -1.71 -0.09  C1 1.106
6 H 1.16 -0.58 -1.44  C1 1.047
7 H 2.51 -0.73 -0.30  C1 1.074
8 H 0.45 -0.07 1.48  N2 1.043
9 H 0.25 1.43 -1.07  C3 1.146
10 H -0.59 3.04 0.72  N4 1.058
11 H -2.10 -1.99 0.39  O13 0.940
12 H -2.11 -0.65 -0.31  O13 0.936
13 O -2.39 -1.54 -0.39  H11 0.940, H12 0.936

Values from the calculation:
E_HOMO: -8.6 eV
Kohn-Sham gap: 9.4477 eV
calculated total energy: -7230.0419 eV

Atom charges from the natural (NBO) analysis, given in e for atoms 1 to 4: number 1, C, carries -0.406; number 2, N, carries -0.600; number 3, C, carries 0.295; number 4, N, carries -0.825

***

# 2
Computed, not measured: a cluster of 3 separate species, C5H16O2 in total at a distorted geometry, with ωB97M-V/def2-TZVPD.

Each atom is followed by the atoms it is bonded to, with distances in Å.
Element x y z (Å)
1 C -1.02 -0.98 0.93  C2 1.510, C5 1.568, H6 1.088, H7 1.094
2 C -1.19 -0.77 -0.55  C1 1.510, C3 1.609, H8 1.097, H9 1.094
3 C -2.57 0.01 -0.81  C2 1.609, C4 1.524, H10 1.091, H11 1.095
4 C -2.60 1.49 -0.43  C3 1.524, H12 1.086, H13 1.099, H14 1.082
5 C 0.51 -0.95 1.27  C1 1.568, H15 1.086, H16 1.093, H17 1.095
6 H -1.27 -2.01 1.20  C1 1.088
7 H -1.48 -0.16 1.49  C1 1.094
8 H -0.47 -0.12 -1.07  C2 1.097
9 H -1.32 -1.69 -1.13  C2 1.094
10 H -2.87 -0.13 -1.85  C3 1.091
11 H -3.32 -0.66 -0.37  C3 1.095
12 H -2.34 2.05 -1.32  C4 1.086
13 H -1.81 1.67 0.32  C4 1.099
14 H -3.49 1.83 0.08  C4 1.082
15 H 0.88 -1.49 2.14  C5 1.086
16 H 0.73 0.08 1.55  C5 1.093
17 H 1.03 -1.31 0.38  C5 1.095
18 H 2.74 2.16 1.40  O20 0.966
19 H 4.02 1.54 1.38  O20 0.965
20 O 3.66 2.43 1.31  H18 0.966, H19 0.965
21 H 2.72 -1.72 -2.28  O23 0.969
22 H 1.33 -1.68 -2.07  O23 0.977
23 O 2.13 -1.33 -1.62  H21 0.969, H22 0.977

Values from the calculation:
E_HOMO: -10.7 eV
Kohn-Sham gap: 11.2882 eV
calculated total energy: -9538.5272 eV

Atom charges from the natural (NBO) analysis, given in e for atoms 1 to 4: number 1, C, carries -0.419; number 2, C, carries -0.401; number 3, C, carries -0.394; number 4, C, carries -0.625

***

# 3
Computed, not measured: a cluster of 11 separate species, C3H30NO10S in total at a distorted geometry, with ωB97M-V/def2-TZVPD.

Each atom is followed by the atoms it is bonded to, with distances in Å.
Element x y z (Å)
1 C 0.97 -2.05 0.79  C2 1.555, N5 1.553, H6 1.111, H7 1.212
2 C 1.45 -2.54 -0.61  C1 1.555, C3 1.540, H8 1.063, H9 1.179
3 C 2.00 -3.92 -0.20  C2 1.540, S4 1.902, H10 1.102, H11 1.043
4 S 2.88 -4.58 -1.75  C3 1.902, H12 1.315
5 N 0.04 -0.81 0.74  C1 1.553, H13 0.988, H14 1.105, H15 1.003
6 H 0.46 -2.87 1.34  C1 1.111
7 H 1.81 -1.58 1.53  C1 1.212
8 H 2.08 -1.85 -1.10  C2 1.063
9 H 0.56 -2.53 -1.38  C2 1.179
10 H 1.35 -4.72 0.18  C3 1.102
11 H 2.81 -3.81 0.45  C3 1.043
12 H 1.77 -4.91 -2.39  S4 1.315
13 H -0.38 -0.68 -0.14  N5 0.988
14 H -0.82 -0.92 1.43  N5 1.105
15 H 0.47 0.08 0.92  N5 1.003
16 H -2.48 0.46 1.39  O18 0.985
17 H -2.52 2.04 1.85  O18 1.001
18 O -2.17 1.37 1.19  H16 0.985, H17 1.001
19 H 1.48 4.38 1.70  O21 0.949
20 H 2.22 4.16 0.48  O21 0.982
21 O 1.29 4.13 0.80  H19 0.949, H20 0.982
22 H -3.98 0.83 -2.15  O24 0.923
23 H -5.06 0.41 -1.20  O24 1.041
24 O -4.32 0.03 -1.82  H22 0.923, H23 1.041
25 H -1.82 3.70 0.82  O27 1.026
26 H -0.40 4.09 0.60  O27 0.941
27 O -1.25 4.42 0.37  H25 1.026, H26 0.941
28 H 2.35 1.15 -0.94  O30 1.004
29 H 3.58 0.52 -0.36  O30 0.968
30 O 2.94 1.21 -0.13  H28 1.004, H29 0.968
31 H 0.16 3.26 -2.91  O33 0.933
32 H -0.23 3.32 -1.47  O33 0.976
33 O 0.17 2.73 -2.14  H31 0.933, H32 0.976
34 H -1.15 -0.53 4.44  O36 0.847
35 H -1.66 -1.86 4.17  O36 0.937
36 O -1.39 -1.04 3.81  H34 0.847, H35 0.937
37 H 3.02 1.09 2.01  O39 0.934
38 H 2.13 1.59 3.17  O39 0.955
39 O 2.26 0.90 2.53  H37 0.934, H38 0.955
40 H -1.60 -1.55 -2.12  O42 0.972
41 H -3.01 -1.53 -1.44  O42 0.998
42 O -2.03 -1.59 -1.25  H40 0.972, H41 0.998
43 H -1.38 0.05 -4.52  O45 0.984
44 H -1.30 0.33 -3.03  O45 0.940
45 O -1.33 -0.38 -3.64  H43 0.984, H44 0.940

Values from the calculation:
E_HOMO: -11.6 eV
Kohn-Sham gap: 8.9311 eV
calculated total energy: -36390.9607 eV
net charge: +1

Atom charges from the natural (NBO) analysis, given in e for atoms 1 to 4: number 1, C, carries -0.229; number 2, C, carries -0.443; number 3, C, carries -0.486; number 4, S, carries -0.047

***

# 4
Computed, not measured: a cluster of 2 separate species, C5H10O in total at a distorted geometry, with ωB97M-V/def2-TZVPD.

Each atom is followed by the atoms it is bonded to, with distances in Å.
Element x y z (Å)
1 C 0.90 0.21 0.86  C2 1.293, C3 1.510, H6 1.110
2 C 0.16 0.88 1.68  C1 1.293, H7 1.123, H8 1.148
3 C 0.65 -1.18 0.34  C1 1.510, C4 1.522, H9 1.085, H10 1.066
4 C -0.75 -1.75 0.57  C3 1.522, C5 1.413, H11 1.123
5 C -0.96 -3.14 0.70  C4 1.413, H12 1.069, H13 1.109
6 H 1.92 0.66 0.82  C1 1.110
7 H 0.70 1.45 2.49  C2 1.123
8 H -0.95 0.60 1.64  C2 1.148
9 H 1.41 -1.75 0.86  C3 1.085
10 H 0.83 -1.12 -0.71  C3 1.066
11 H -1.61 -1.08 0.30  C4 1.123
12 H -1.94 -3.46 0.96  C5 1.069
13 H -0.02 -3.71 0.86  C5 1.109
14 H -0.84 3.69 -3.48  O16 0.946
15 H 0.50 3.76 -3.96  O16 1.021
16 O 0.00 3.85 -3.08  H14 0.946, H15 1.021

Values from the calculation:
E_HOMO (spin up / spin down): 1.4 / -6.5 eV
Kohn-Sham gap (spin up / spin down): 2.0809 / 9.8037 eV
multiplicity: 2
calculated total energy: -7390.3775 eV
net charge: -1

Atom charges from the natural (NBO) analysis, given in e for atoms 1 to 4: number 1, C, carries -0.225; number 2, C, carries -0.456; number 3, C, carries -0.579; number 4, C, carries -0.179